10 unconnected molecules or ions with the total composition F6H18O9P at a distorted geometry, computed with ωB97M-V/def2-TZVPD.

Results
HOMO energy (alpha / beta) in eV: -11.568 / -10.762
2S+1: 2
<S²>: 0.756
Frontier orbital gap (alpha / beta) in eV: 11.38 / 2.41
Relative energy (zero: lowest compared OMol25 entry of this formula, charge and spin) in kJ/mol: 126.7

Cartesian coordinates (Å):
P 16.91844 -11.50554 14.53647
F 15.38674 -11.60033 15.08729
F 16.97229 -9.89756 14.93272
F 17.48451 -11.95940 15.91415
F 18.38146 -11.61834 13.83827
F 16.82371 -13.19056 14.29843
F 16.32536 -11.28205 13.03568
O 16.92262 -8.62952 12.31567
H 16.99394 -9.21629 11.56278
H 17.00833 -9.20392 13.07656
O 17.73643 -12.98532 11.32475
H 17.28956 -13.81456 11.49474
H 17.30745 -12.35786 11.90654
O 18.01047 -14.66107 16.03467
H 17.82960 -13.80930 15.63718
H 17.26105 -15.20402 15.79009
O 13.87018 -13.75592 13.27835
H 14.73238 -13.97114 13.63406
H 13.26372 -14.31452 13.76456
O 20.35705 -11.13852 16.00333
H 20.70474 -10.41109 15.48741
H 19.63761 -11.48485 15.47541
O 16.68875 -7.40317 15.54738
H 16.75960 -8.30885 15.24580
H 16.10011 -6.98609 14.91828
O 16.87343 -9.35491 17.71275
H 16.22060 -8.73647 17.38477
H 17.32754 -9.66294 16.92844
O 14.95202 -12.88629 17.99043
H 15.00834 -12.48453 17.12345
H 14.10552 -13.33313 17.99334
O 20.36643 -12.19536 11.67619
H 20.25803 -11.25446 11.81474
H 19.47858 -12.54935 11.72764


A single Br2H2O2Si molecule at a distorted geometry, computed with ωB97M-V/def2-TZVPD.

Results
HOMO energy in eV: -10.729
2S+1: 1
Frontier orbital gap in eV: 10.80
Relative energy (zero: lowest compared OMol25 entry of this formula, charge and spin) in kJ/mol: 75.6
Structure (SMILES): O[Si](O)(Br)Br

Cartesian coordinates (Å):
O -0.15775 -1.39240 0.36738
Si -0.20033 0.01582 -0.37376
O 1.27035 0.50746 -0.91028
Br -1.83520 0.12290 -1.76252
Br -0.63610 1.40718 1.33472
H -0.20842 -1.42362 1.49803
H 1.76744 0.76265 -0.15359


A molecular structure, CH4N2Si at a distorted geometry, computed with ωB97M-V/def2-TZVPD.

Results
HOMO energy (alpha / beta) in eV: -8.850 / -8.850
2S+1: 1
Frontier orbital gap (alpha / beta) in eV: 7.91 / 7.91
Relative energy (zero: lowest compared OMol25 entry of this formula, charge and spin) in kJ/mol: 519.7

Cartesian coordinates (Å):
C 0.77113 0.39465 0.81062
N 0.24781 -0.79564 0.22535
N -0.56910 0.29197 0.89748
Si -0.97473 -0.10777 -0.78082
H 1.28012 0.28137 1.71151
H 1.50148 1.16590 0.19473
H -0.40394 0.67831 -1.81029
H -1.85277 -1.90879 -1.24858


A molecular structure, C33H21ClIN7OSeZn, computed with ωB97M-V/def2-TZVPD.

Results
HOMO energy in eV: -7.234
2S+1: 1
Frontier orbital gap in eV: 6.17
Relative energy (zero: lowest compared OMol25 entry of this formula, charge and spin) in kJ/mol: 0.0

Cartesian coordinates (Å):
Zn -0.57319 -0.02656 -0.12142
Se 7.12088 1.23600 -1.23794
N 5.99614 1.60092 0.09764
C 4.84485 1.07864 -0.21979
C 3.64799 1.20351 0.60433
C 3.63292 1.89769 1.81318
C 2.44676 2.01054 2.50209
C 1.29965 1.43284 1.96188
N 1.31072 0.76008 0.82095
C 2.45979 0.63708 0.14840
C 2.41033 -0.11840 -1.11756
N 1.23118 -0.64970 -1.45413
C 1.12115 -1.29398 -2.60734
C 2.19636 -1.45032 -3.48107
C 3.42027 -0.92356 -3.13291
C 3.54082 -0.24091 -1.92342
C 4.78772 0.37452 -1.48155
N 5.89237 0.34167 -2.17310
H 4.54950 2.34270 2.17759
H 2.38736 2.54408 3.44016
H 0.33520 1.52197 2.44648
H 0.14132 -1.69590 -2.84077
H 2.05601 -1.98050 -4.41238
H 4.28609 -1.01983 -3.77484
Cl -2.81928 -2.62791 5.94432
C -2.44953 -1.59526 4.59079
C -2.88254 -0.30059 4.58779
C -2.60562 0.55502 3.50974
I -3.25977 2.52882 3.56380
C -1.89831 0.13957 2.38512
O -1.63584 0.88281 1.37248
C -1.42079 -1.23061 2.42793
N -0.68394 -1.62707 1.36190
C -0.21698 -2.85040 1.30983
C -0.44907 -3.78817 2.32909
C -1.18226 -3.41245 3.41999
C -1.69406 -2.09967 3.50600
H -3.44920 0.07175 5.43039
H 0.36228 -3.11282 0.43072
H -0.04805 -4.78813 2.24072
H -1.37777 -4.10840 4.22434
C -0.60674 3.01584 -1.28024
N -0.92430 1.61522 -1.45926
C -1.62489 1.23301 -2.46249
C -2.00515 -0.14128 -2.58843
C -2.57104 -0.84816 -3.65085
C -2.67806 -2.17345 -3.21381
C -2.16863 -2.19734 -1.91071
N -1.76094 -0.97630 -1.53076
C 0.87386 3.28518 -1.44006
C 1.55566 4.07516 -0.52183
C 2.90618 4.35291 -0.68906
C 3.59300 3.83800 -1.77895
C 2.92051 3.04280 -2.69870
C 1.57170 2.76854 -2.52828
H -0.92346 3.31005 -0.27677
H -1.16531 3.63106 -1.99748
H -1.95243 1.94813 -3.22225
H -2.87516 -0.44215 -4.60359
H -3.09083 -3.00974 -3.75529
H -2.10766 -3.03865 -1.23429
H 1.02166 4.47560 0.33275
H 3.42412 4.96757 0.03689
H 4.64638 4.05298 -1.91085
H 3.44993 2.63613 -3.55200
H 1.05424 2.13664 -3.24191


A molecular structure, C6H9N3O2 at a distorted geometry, computed with ωB97M-V/def2-TZVPD.

Results
HOMO energy in eV: -9.302
2S+1: 1
Frontier orbital gap in eV: 9.14
Relative energy (zero: lowest compared OMol25 entry of this formula, charge and spin) in kJ/mol: 672.2

Cartesian coordinates (Å):
C -2.15385 0.73636 0.48409
C -1.14738 1.78673 0.10862
C -1.69576 -0.48214 0.62710
C 0.06305 1.48492 -0.21015
C -0.23766 -0.73566 0.83600
C 0.57003 0.13111 -0.07117
N 0.14265 -2.17439 0.55787
N 0.71467 -0.68560 -1.78424
N 2.04042 0.14287 0.31417
O 2.30404 1.03155 1.08238
O 2.79476 -0.65622 -0.20888
H -3.16709 1.15320 0.31198
H -1.49855 2.81928 0.02959
H -2.50613 -1.28088 0.90843
H 0.78054 2.36019 -0.57844
H -0.03055 -0.42088 1.82186
H 1.16972 -2.17694 0.49716
H -0.21255 -2.27104 -0.43143
H 1.70399 -0.88210 -1.92508
H 0.36566 0.11963 -2.36985


7 unconnected molecules or ions with the total composition C49H70N8O8P2S2 at a distorted geometry, computed with ωB97M-V/def2-TZVPD.

Results
HOMO energy in eV: -8.090
2S+1: 1
Frontier orbital gap in eV: 7.09
Structure (SMILES): CCCCN(CCCCN1C(=O)c2c(CP(=O)(O)O)cc(P(O)O)c(COCCC)c2C1=O)C(=S)SCCC.c1cc[nH]c1.c1cc[nH]c1.c1cc[nH]c1.c1cc[nH]c1.c1cc[nH]c1.c1cc[nH]c1

Cartesian coordinates (Å):
C 7.77631 -2.03833 1.12322
C 7.01037 -0.63437 1.04774
C 6.13967 -0.53333 -0.28851
C 4.74243 0.10686 0.16605
N 4.09256 0.91967 -0.90310
C 3.21157 0.10572 -1.78148
C 3.96532 -0.75805 -2.86841
C 3.99350 -2.28634 -2.39415
C 3.42159 -3.29744 -3.45837
N 2.79895 -4.49309 -2.85403
C 3.51569 -5.19410 -1.83363
O 4.39517 -5.99213 -1.96313
C 2.80899 -4.68337 -0.53750
C 3.24354 -4.61694 0.83900
C 4.66861 -5.14596 1.17789
P 5.01912 -5.40423 2.98031
O 5.51698 -4.09996 3.53625
O 3.73742 -5.96869 3.85349
O 6.25394 -6.51768 3.03513
C 2.30636 -4.01994 1.79342
C 0.98920 -3.50446 1.37273
P -0.14716 -2.69485 2.64642
O -0.57598 -1.22921 1.90074
O 0.94963 -2.18461 3.83667
C 0.55596 -3.58072 -0.02754
C -0.79216 -3.03768 -0.60051
O -1.94200 -3.26912 0.21183
C -2.34461 -4.65800 0.20104
C -2.40926 -5.14128 1.70893
C -3.34170 -4.15054 2.50510
C 1.48829 -4.17870 -0.96263
C 1.40543 -4.41495 -2.50634
O 0.45751 -4.54116 -3.21998
C 3.15341 1.80124 -0.19252
S 2.24622 1.30743 1.10419
S 2.88351 3.54681 -0.73401
C 1.37218 3.50907 -1.80939
C 0.12789 2.79668 -1.15180
C -1.27097 3.49204 -1.52760
H 7.67095 -2.57740 0.13921
H 7.33565 -2.70840 1.91049
H 8.86669 -1.91648 1.33692
H 6.33060 -0.63794 1.94691
H 7.71426 0.22286 1.16827
H 6.65161 0.07408 -1.07109
H 5.93385 -1.58899 -0.58235
H 5.01571 0.82033 0.98815
H 4.11075 -0.74734 0.51863
H 2.50582 -0.47339 -1.12513
H 2.56946 0.84189 -2.34999
H 5.01555 -0.39969 -2.96668
H 3.37229 -0.66623 -3.81834
H 5.06185 -2.59475 -2.20900
H 3.46442 -2.30287 -1.41154
H 4.23539 -3.65715 -4.14719
H 2.64730 -2.76788 -4.07210
H 5.39452 -4.35321 0.83660
H 4.90833 -6.05042 0.55747
H 3.47333 -5.20393 4.40832
H 6.72565 -6.32189 3.87150
H 2.59002 -3.93719 2.86829
H -1.48776 -1.29307 1.56163
H 1.53022 -1.53369 3.38174
H -0.95832 -3.55774 -1.58817
H -0.66516 -1.95042 -0.85409
H -3.37569 -4.76118 -0.24601
H -1.66665 -5.28522 -0.43009
H -1.36238 -5.20186 2.09752
H -2.85618 -6.16462 1.75448
H -2.81124 -3.54983 3.28649
H -3.88094 -3.41240 1.85234
H -4.15397 -4.73273 3.02470
H 1.61442 2.93128 -2.74353
H 1.06920 4.55060 -2.08107
H 0.15220 2.74719 -0.03972
H 0.07022 1.75799 -1.58192
H -1.74954 3.83666 -0.56949
H -1.95641 2.73157 -1.97225
H -1.11449 4.39720 -2.16382
C -6.67866 4.40454 -2.60538
C -6.49428 3.69078 -1.39374
C -5.34457 4.16327 -0.81289
N -4.82573 5.13087 -1.62927
C -5.63546 5.28762 -2.72150
H -7.48550 4.28484 -3.31127
H -7.13287 2.91858 -0.99297
H -4.85048 3.89494 0.10790
H -3.98097 5.64691 -1.45351
H -5.39879 6.01166 -3.48508
C -8.13866 1.09147 3.31471
C -8.02439 -0.04382 2.47150
C -7.17250 0.28980 1.45074
N -6.77133 1.58478 1.64273
C -7.35210 2.07831 2.77966
H -8.72992 1.17461 4.21287
H -8.51144 -0.99768 2.59951
H -6.81861 -0.27937 0.60613
H -6.14683 2.09352 1.04219
H -7.15668 3.08655 3.10732
C -4.47089 6.01020 -7.92098
C -5.81903 5.80304 -7.52917
C -5.79706 5.19749 -6.29948
N -4.48852 5.02709 -5.93565
C -3.67421 5.52426 -6.91546
H -4.12408 6.46549 -8.83633
H -6.70417 6.06878 -8.08553
H -6.59657 4.87293 -5.65361
H -4.17516 4.60266 -5.07890
H -2.60144 5.48852 -6.81388
C -2.49863 1.32435 6.29844
C -2.42799 2.06850 5.09289
C -1.86722 1.25346 4.14270
N -1.59309 0.04881 4.72937
C -1.97909 0.08136 6.04118
H -2.88727 1.66141 7.24651
H -2.75204 3.08596 4.93927
H -1.63888 1.42631 3.10308
H -1.17309 -0.73868 4.26575
H -1.84984 -0.77978 6.67673
C -4.39821 11.27539 -6.28213
C -3.02379 10.93153 -6.34351
C -2.94737 9.63498 -6.78590
N -4.22168 9.18237 -6.98932
C -5.11166 10.17660 -6.68991
H -4.81692 12.22097 -5.97521
H -2.18570 11.56279 -6.09264
H -2.09818 8.99701 -6.97183
H -4.46621 8.25827 -7.31103
H -6.17306 10.01670 -6.79108
C 5.25871 -6.34003 6.74485
C 5.48204 -7.07321 7.93884
C 6.65016 -6.61139 8.48846
N 7.14323 -5.63065 7.67008
C 6.29838 -5.45497 6.60719
H 4.43031 -6.44822 6.06602
H 4.85671 -7.85061 8.34861
H 7.17252 -6.89541 9.38772
H 7.99344 -5.11817 7.82592
H 6.51028 -4.71828 5.84664